1 | Computed, not measured: 3 unconnected molecules or ions with the total composition C5H18NO2, with ωB97M-V/def2-TZVPD.

Values from the calculation:
E_HOMO	-13.7	eV
net charge	+1
orbital gap	10.706	eV
2S+1	1

Each line ends with the natural charge from an NBO analysis.
Element x y z (Å)
C 0.171 1.025 0.133  -0.27
C -0.200 -0.404 -0.198  -0.46
C -0.519 -1.241 1.075  -0.42
C -1.244 -0.474 2.191  -0.41
C -2.743 -0.734 2.004  -0.62
N 1.658 1.290 0.112  -0.70
H -0.352 1.291 1.221  0.24
H -0.353 1.836 -0.407  0.24
H -1.130 -0.404 -0.764  0.24
H 0.552 -0.993 -0.803  0.24
H -1.180 -2.133 0.750  0.24
H 0.374 -1.788 1.481  0.21
H -0.917 -0.615 3.253  0.24
H -0.976 0.668 2.368  0.18
H -3.028 -1.065 1.032  0.20
H -3.370 0.056 2.268  0.22
H -3.039 -1.555 2.687  0.23
H 1.822 1.954 0.886  0.44
H 2.141 0.397 0.407  0.43
H 2.106 1.408 -0.797  0.47
H 2.631 0.655 -2.863  0.52
H 3.880 0.834 -2.112  0.50
O 2.945 0.584 -1.924  -0.96
H 0.831 -0.726 -4.224  0.49
H -0.504 0.066 -3.997  0.49
O 0.443 0.069 -3.778  -0.97

***

2 | Computed, not measured: 3 unconnected molecules or ions with the total composition C5H18NO2, with ωB97M-V/def2-TZVPD.

Values from the calculation:
E_HOMO	-15.2	eV
net charge	+1
orbital gap	12.326	eV
2S+1	1

Each line ends with the natural charge from an NBO analysis.
Element x y z (Å)
C 1.479 -0.887 -0.454  -0.65
C -0.019 -0.626 -0.651  -0.04
C -0.785 -1.658 0.204  -0.25
C -0.471 -3.102 -0.243  -0.60
C -0.576 -1.544 1.722  -0.65
N -0.355 0.735 -0.053  -0.69
H 1.819 -1.556 -1.239  0.26
H 1.768 -1.251 0.531  0.23
H 2.089 -0.005 -0.642  0.21
H -0.240 -0.680 -1.709  0.24
H -1.856 -1.579 -0.021  0.22
H -1.198 -3.773 0.202  0.23
H 0.484 -3.422 0.174  0.21
H -0.496 -3.254 -1.322  0.22
H -0.254 -2.476 2.168  0.25
H -1.549 -1.368 2.191  0.24
H 0.093 -0.772 2.109  0.19
H 0.264 1.477 -0.376  0.45
H -0.160 0.574 0.938  0.44
H -1.326 0.976 -0.274  0.47
H 2.815 3.258 0.836  0.49
H 2.857 1.954 0.113  0.47
O 2.282 2.734 0.209  -0.96
H -1.006 3.480 -0.772  0.48
H -2.503 3.586 -1.128  0.50
O -1.841 2.986 -0.750  -0.98

***

3 | Computed, not measured: 3 unconnected molecules or ions with the total composition C5H18NO2, with ωB97M-V/def2-TZVPD.

Values from the calculation:
E_HOMO	-14.5	eV
net charge	+1
orbital gap	11.422	eV
2S+1	1

Each line ends with the natural charge from an NBO analysis.
Element x y z (Å)
C -0.677 0.858 -0.126  -0.24
C 0.097 -0.289 -0.785  -0.41
C 1.307 0.201 -1.614  -0.22
C 0.979 1.508 -2.442  -0.61
C 2.455 0.515 -0.640  -0.62
N -1.678 0.352 0.861  -0.67
H -1.095 1.510 -0.880  0.23
H 0.054 1.450 0.421  0.22
H -0.607 -0.880 -1.373  0.22
H 0.513 -0.879 0.032  0.21
H 1.611 -0.501 -2.376  0.23
H 0.232 2.162 -2.002  0.19
H 0.695 1.214 -3.444  0.22
H 1.849 2.155 -2.471  0.22
H 3.130 -0.339 -0.519  0.23
H 3.075 1.366 -0.907  0.23
H 2.154 0.759 0.388  0.19
H -1.964 1.156 1.386  0.43
H -2.497 -0.046 0.408  0.45
H -1.180 -0.311 1.459  0.48
H -3.467 -2.444 2.123  0.49
H -2.023 -2.732 1.693  0.50
O -2.685 -2.043 1.724  -0.99
H 0.689 -1.661 2.819  0.50
H -0.703 -1.487 3.558  0.50
O -0.264 -1.594 2.709  -0.98

***

4 | Computed, not measured: 3 unconnected molecules or ions with the total composition C5H18NO2, with ωB97M-V/def2-TZVPD.

Values from the calculation:
E_HOMO	-15.3	eV
net charge	+1
orbital gap	12.263	eV
2S+1	1

Each line ends with the natural charge from an NBO analysis.
Element x y z (Å)
C -0.954 1.545 -0.294  -0.67
C -0.063 0.327 -0.441  -0.01
C 1.420 0.411 -0.184  -0.25
C 2.052 1.068 -1.418  -0.60
C 1.696 1.227 1.106  -0.64
N -0.581 -0.710 0.549  -0.71
H -1.491 1.625 0.635  0.23
H -1.648 1.658 -1.117  0.24
H -0.393 2.486 -0.344  0.24
H -0.329 -0.171 -1.376  0.22
H 1.798 -0.608 -0.078  0.22
H 2.982 1.528 -1.106  0.23
H 1.400 1.875 -1.775  0.21
H 2.283 0.348 -2.182  0.23
H 0.820 1.590 1.620  0.20
H 2.333 2.078 0.864  0.24
H 2.312 0.647 1.795  0.23
H -0.072 -1.598 0.477  0.46
H -1.592 -0.931 0.651  0.47
H -0.396 -0.376 1.505  0.42
H -3.080 -0.167 2.442  0.49
H -4.188 -0.379 1.310  0.51
O -3.244 -0.271 1.500  -0.99
H -0.304 -2.706 -1.518  0.47
H 0.737 -3.776 -1.256  0.50
O 0.530 -2.856 -1.056  -0.96

***

4 is preferred energetically. Next in line: 8.4 kJ/mol higher.

***

1 | Computed, not measured: C3H5NO in the gas phase, with ωB97M-V/def2-TZVPD.

Values from the calculation:
E_HOMO	-8.8	eV
orbital gap	9.626	eV
2S+1	1
SMILES string	C=N/C=C\O

Each line ends with the natural charge from an NBO analysis.
Element x y z (Å)
C 2.012 0.384 0.043  -0.03
N 0.823 0.807 0.068  -0.42
C -0.132 -0.204 0.000  -0.17
C -1.467 -0.419 -0.015  0.15
O -2.567 0.414 0.106  -0.68
H 2.928 1.107 0.065  0.18
H 2.143 -0.635 0.025  0.14
H 0.309 -1.297 -0.022  0.15
H -1.799 -1.511 -0.188  0.19
H -2.250 1.355 -0.083  0.49

***

2 | Computed, not measured: C3H5NO in the gas phase, with ωB97M-V/def2-TZVPD.

Values from the calculation:
E_HOMO	-10.8	eV
orbital gap	11.563	eV
2S+1	1
SMILES string	COCC#N

Each line ends with the natural charge from an NBO analysis.
Element x y z (Å)
C -1.102 0.717 0.243  -0.26
O -0.458 0.383 -1.002  -0.51
C 0.510 -0.581 -0.797  -0.16
C 1.452 -0.316 0.321  0.23
N 2.323 -0.302 1.083  -0.30
H -2.176 0.850 0.071  0.20
H -0.713 1.664 0.637  0.19
H -0.912 -0.061 0.953  0.18
H 1.169 -0.674 -1.668  0.24
H 0.096 -1.586 -0.585  0.20

***

2 is preferred energetically. Next in line: 103.3 kJ/mol higher.

***

1 | Computed, not measured: a molecular structure, C3H5NO, with ωB97M-V/def2-TZVPD.

Values from the calculation:
E_HOMO	-9.1	eV
orbital gap	9.658	eV
2S+1	1

Each line ends with the natural charge from an NBO analysis.
Element x y z (Å)
C -0.256 -0.068 1.126  -0.23
O 0.081 -1.035 0.195  -0.48
C -0.093 -0.670 -1.149  -0.15
C 0.417 0.737 -1.254  0.23
N 0.533 1.552 -0.401  -0.44
H 0.101 -0.403 2.093  0.20
H -1.335 0.160 1.094  0.16
H 0.442 1.210 0.857  0.28
H -1.153 -0.640 -1.442  0.20
H 0.437 -1.395 -1.769  0.23

***

2 | Computed, not measured: 2 unconnected molecules or ions with the total composition C3H5NO, with ωB97M-V/def2-TZVPD.

Values from the calculation:
E_HOMO (spin up / spin down)	-7.9 / -8.0	eV
orbital gap (spin up / spin down)	7.649 / 7.796	eV
2S+1	1

Each line ends with the natural charge from an NBO analysis.
Element x y z (Å)
O -2.103 -0.922 0.600  -0.61
C -0.882 -0.510 0.356  0.18
C 1.069 1.170 -0.522  -0.71
C 1.509 0.028 0.091  0.23
N 1.504 -1.023 0.645  -0.45
H -2.429 -1.494 -0.111  0.50
H -0.486 0.146 1.106  0.21
H -0.432 -0.744 -0.592  0.20
H 1.101 2.104 0.030  0.23
H 1.147 1.244 -1.603  0.23

***

1 is preferred energetically. Next in line: 39.2 kJ/mol higher.